DFT (ωB97M-V/def2-TZVPD) results for a 16-piece molecular cluster, C80H208N16O24 overall in a non-equilibrium geometry.

Summary:
- LUMO energy: 0.0207 hartree
- Maximum force: 3.39 eV/Å
- HOMO: -8.14 eV
- Energy above the lowest of the compared OMol25 structures with the same formula, charge and spin: 0.0 kJ/mol

Last column: Mulliken charge in e.
Element x y z (Å)
C1 4.49432 3.42592 -1.76793  0.378
C2 4.92918 4.89239 -1.72514  0.148
C3 3.89945 5.92682 -1.99732  -0.837
O1 3.20882 5.63984 -3.22624  -0.207
C4 2.29096 6.72224 -3.55249  -0.746
N1 5.44359 5.14250 -0.38579  -0.419
H1 5.24236 2.75904 -1.34653  0.024
H2 4.23017 3.07890 -2.77051  0.380
H3 3.61183 3.22439 -1.12507  -0.810
H4 5.73168 4.90314 -2.45263  0.213
H5 4.21856 6.95902 -2.02889  0.554
H6 3.10431 5.95213 -1.21445  0.103
H7 1.87584 6.46012 -4.51013  0.189
H8 2.81107 7.66989 -3.57758  0.358
H9 1.54720 6.75952 -2.74031  0.169
H10 5.86641 6.06100 -0.35582  0.251
H11 6.23805 4.50016 -0.25602  0.129
C5 -6.87214 1.56883 -0.47196  -0.847
C6 -6.00106 1.18829 -1.68268  -0.319
C7 -5.01499 2.29122 -2.11144  0.815
O2 -5.79806 3.41172 -2.41211  -0.468
C8 -5.02387 4.59275 -2.59002  -0.697
N2 -5.06001 0.08437 -1.39098  -0.047
H12 -7.71198 0.82987 -0.33262  0.416
H13 -7.36415 2.55171 -0.52280  0.525
H14 -6.20620 1.54397 0.41104  -0.079
H15 -6.60903 0.96963 -2.58619  0.311
H16 -4.45258 2.10004 -3.04780  0.659
H17 -4.24624 2.39727 -1.28810  -0.961
H18 -4.34639 4.46799 -3.38978  0.353
H19 -4.40537 4.83021 -1.70235  0.108
H20 -5.75751 5.37083 -2.74928  0.285
H21 -4.78225 -0.28089 -2.27985  0.228
H22 -5.45333 -0.67577 -0.89320  -0.122
C9 -0.07026 0.98879 6.22361  -1.176
C10 -0.40697 2.44246 6.50915  0.922
C11 -1.66773 2.87941 5.82456  -1.586
O3 -1.76787 2.54105 4.45716  1.188
C12 -0.95053 3.45029 3.70219  -0.352
N3 -0.67148 2.61239 7.97833  -0.815
H23 -0.87630 0.31052 6.34553  0.590
H24 0.78327 0.64696 6.80603  0.442
H25 0.26496 0.91144 5.18120  -0.204
H26 0.38685 3.12750 6.22207  -0.029
H27 -1.80003 3.94838 5.91403  0.502
H28 -2.50370 2.44138 6.36497  0.204
H29 -1.09583 4.41961 4.13035  0.868
H30 -1.32808 3.40152 2.66976  -0.545
H31 0.08324 3.20774 3.84040  -0.735
H32 -0.94564 1.68063 8.22772  0.324
H33 0.22550 2.77486 8.47897  0.296
C13 6.38534 -4.08621 2.37404  -1.585
C14 6.26373 -2.56293 2.51884  1.998
C15 5.15091 -2.28852 3.53376  -0.010
O4 4.77051 -0.94689 3.50500  -0.140
C16 3.64982 -0.80055 4.41820  -0.051
N4 7.48906 -1.88184 2.82056  -0.569
H34 7.03048 -4.34076 1.50200  0.338
H35 5.43846 -4.62260 2.29827  0.274
H36 6.84167 -4.53096 3.27893  0.465
H37 5.85106 -2.12404 1.57887  -1.091
H38 5.50228 -2.61448 4.52680  0.421
H39 4.25263 -2.89469 3.22400  -0.621
H40 3.12969 0.12344 4.08961  -0.365
H41 3.89982 -0.75675 5.52903  0.317
H42 2.88159 -1.60938 4.35232  0.101
H43 7.33803 -0.91181 2.95776  0.201
H44 7.92972 -2.26081 3.61904  0.304
C17 -1.36478 -3.37809 -5.68616  -1.450
C18 -0.70062 -3.93534 -4.45877  1.255
C19 -0.14397 -2.84123 -3.55552  1.384
O5 -1.20186 -1.95309 -3.16409  -0.673
C20 -1.05796 -1.40857 -1.83530  0.304
N5 -1.63596 -4.92499 -3.76721  -0.605
H45 -0.63504 -2.85974 -6.30403  0.168
H46 -2.16981 -2.70634 -5.38774  0.377
H47 -1.77794 -4.19252 -6.25996  0.481
H48 0.12998 -4.43477 -4.88543  -0.991
H49 0.61013 -2.24149 -4.06071  -0.440
H50 0.23678 -3.33296 -2.64518  -0.443
H51 -1.80103 -0.65662 -1.79225  0.071
H52 -0.04925 -0.94605 -1.66502  -0.313
H53 -1.23974 -2.23316 -1.06305  0.312
H54 -2.53250 -4.47079 -3.82744  0.352
H55 -1.35388 -5.11146 -2.79416  0.133
C21 -8.02909 3.51467 2.59056  -1.166
C22 -8.58196 2.14595 2.99989  1.543
C23 -8.00935 1.46978 4.24362  -1.115
O6 -6.58926 1.32082 4.07628  0.305
C24 -5.80872 0.91182 5.15727  -0.762
N6 -10.02101 2.08778 3.25341  -0.767
H56 -6.95101 3.46736 2.40760  -0.116
H57 -8.15948 4.24696 3.39985  0.275
H58 -8.62428 3.89891 1.77746  0.491
H59 -8.38161 1.52659 2.16764  -0.524
H60 -8.47967 0.49559 4.22004  0.347
H61 -8.23927 2.09340 5.12663  0.432
H62 -6.30349 0.06881 5.63142  0.423
H63 -5.68456 1.73931 5.94916  0.183
H64 -4.83925 0.64877 4.75910  -0.005
H65 -10.33514 2.87021 3.79895  0.254
H66 -10.55899 2.19836 2.39470  0.291
C25 4.84194 1.62960 -5.89138  -1.274
C26 5.37332 0.26404 -5.45102  0.827
C27 6.69625 0.38468 -4.63689  0.400
O7 7.79362 0.69249 -5.44768  -0.487
C28 8.21359 -0.45578 -6.20685  -0.608
N7 4.34834 -0.34216 -4.54214  1.750
H67 3.83714 1.64896 -6.26642  0.106
H68 5.44858 2.16166 -6.61947  0.466
H69 4.82730 2.23069 -4.98408  -0.079
H70 5.50173 -0.40762 -6.31373  0.526
H71 6.87486 -0.56752 -4.04191  0.130
H72 6.58164 1.25557 -3.94908  -0.344
H73 9.33294 -0.38841 -6.42627  0.267
H74 7.65943 -0.47396 -7.15773  0.256
H75 8.07599 -1.36890 -5.56859  0.210
H76 4.77320 -1.17314 -4.09107  -0.850
H77 3.60553 -0.62769 -5.22262  -1.205
C29 -1.97538 -3.71746 1.56334  0.158
C30 -2.78664 -4.17250 2.73710  0.002
C31 -2.79431 -3.08956 3.81874  -0.562
O8 -1.47592 -2.74049 4.21023  0.691
C32 -1.13231 -3.08472 5.55271  -1.010
N8 -4.17694 -4.52862 2.30516  0.188
H78 -2.52452 -2.91357 1.06334  0.107
H79 -1.85314 -4.52377 0.82594  0.570
H80 -1.03133 -3.23390 1.88933  -1.148
H81 -2.43569 -5.12032 3.10500  0.240
H82 -3.34702 -3.41392 4.71820  0.505
H83 -3.21071 -2.21399 3.33973  -0.315
H84 -0.22096 -2.54677 5.72331  0.269
H85 -0.93857 -4.18519 5.66810  0.118
H86 -1.93355 -2.76404 6.26943  0.276
H87 -4.67942 -3.67152 2.06031  -0.061
H88 -4.70086 -4.95733 3.04907  0.320
C33 -0.35163 7.10193 0.04510  -0.893
O9 0.12921 5.85974 -0.40346  0.101
C34 0.31373 4.82708 0.55036  -0.584
C35 0.17317 3.52016 -0.21763  0.857
N9 -1.15566 3.51947 -0.85368  -0.118
C36 -1.44083 2.29930 -1.67901  0.189
C37 -0.46810 1.94736 -2.85175  0.464
O10 -0.42367 2.91996 -3.89946  -0.647
C38 0.51590 3.94260 -3.58354  -0.518
H89 0.38866 7.57556 0.70698  0.345
H90 -1.26511 7.00305 0.60118  0.186
H91 -0.59052 7.75034 -0.84892  0.199
H92 -0.55928 4.88921 1.26336  0.114
H93 1.27597 5.01169 1.09073  0.224
H94 0.26627 2.64897 0.44027  -0.562
H95 0.98376 3.50463 -0.96084  -0.218
H96 -1.25809 4.29824 -1.44224  0.758
H97 -2.48099 2.41999 -2.05728  -1.263
H98 -1.44537 1.44623 -1.01705  0.301
H99 -0.76086 0.98494 -3.33719  0.554
H100 0.52490 1.79101 -2.42711  -0.130
H101 0.53231 4.58081 -4.49016  0.225
H102 1.47991 3.54040 -3.39434  0.290
H103 0.13173 4.56527 -2.78924  0.262
C39 -4.45616 4.84989 1.56175  0.180
O11 -5.11686 5.12690 2.79221  -0.329
C40 -4.43950 4.78402 3.97041  0.503
C41 -5.40876 5.10618 5.10933  -0.772
N10 -5.71912 6.54956 5.09412  -0.244
C42 -6.67343 6.96801 6.11574  -0.742
C43 -6.81241 8.50258 6.06280  -0.580
O12 -7.43512 8.76601 4.79327  -0.293
C44 -7.57018 10.20801 4.65532  -0.725
H104 -3.51151 4.33346 1.65088  -0.359
H105 -4.09724 5.84935 1.11799  0.229
H106 -5.16258 4.30993 0.94512  0.128
H107 -3.53813 5.38966 4.16075  0.162
H108 -4.13447 3.73574 3.96849  -0.249
H109 -4.91635 4.91564 6.07786  0.464
H110 -6.35443 4.48309 5.13811  0.074
H111 -6.06389 6.83324 4.19490  0.306
H112 -6.23913 6.73849 7.09075  0.378
H113 -7.67840 6.54128 6.07473  0.306
H114 -5.85155 9.03466 6.00763  0.343
H115 -7.45681 8.97126 6.84524  0.441
H116 -6.57156 10.70852 4.62986  0.307
H117 -8.02397 10.68217 5.54660  0.270
H118 -8.06116 10.37928 3.71604  0.242
C45 2.72195 3.94862 3.88426  -0.951
O13 2.36862 2.84644 3.07086  0.445
C46 2.98415 2.86009 1.81023  0.136
C47 4.38260 2.31576 1.85439  0.188
N11 5.30161 3.39239 2.13505  0.047
C48 6.64379 3.05246 2.50443  -1.051
C49 7.39969 2.23328 1.45236  0.016
O14 7.60912 3.09632 0.39936  -0.492
C50 8.14959 2.48723 -0.77702  -0.315
H119 2.67289 4.88912 3.28260  0.311
H120 3.72991 3.85479 4.29425  0.282
H121 1.98000 3.93258 4.66316  0.051
H122 3.02082 3.88879 1.40430  0.881
H123 2.31452 2.23813 1.18023  -1.161
H124 4.66033 1.70868 0.96971  -0.611
H125 4.53271 1.59815 2.71071  0.237
H126 5.26277 4.05510 1.31237  0.309
H127 6.56177 2.47282 3.44539  0.464
H128 7.22507 3.96637 2.71756  0.400
H129 6.76362 1.40619 1.16949  -0.075
H130 8.27811 1.86787 1.95479  0.546
H131 7.54391 1.63517 -1.15230  -0.162
H132 9.14501 2.04516 -0.49719  0.365
H133 8.21196 3.26463 -1.56589  0.264
C51 -0.48122 -7.67468 4.39873  -0.816
O15 -0.36127 -6.36063 3.89812  -0.064
C52 0.93482 -5.79501 4.10826  -1.429
C53 1.24702 -4.67990 3.08028  1.613
N12 1.16360 -5.19547 1.72144  -0.308
C54 1.46926 -4.16287 0.70644  0.845
C55 1.74242 -4.76929 -0.62479  -0.037
O16 0.52568 -5.47098 -1.01425  -0.131
C56 0.79699 -6.37086 -2.05206  -1.208
H134 0.49777 -8.13414 4.26266  0.367
H135 -1.23657 -8.18351 3.83775  0.173
H136 -0.82316 -7.71911 5.47767  0.270
H137 1.66115 -6.64633 4.04463  0.612
H138 1.03826 -5.28829 5.07816  0.295
H139 2.24550 -4.25105 3.31517  -0.262
H140 0.52583 -3.88445 3.20932  -0.786
H141 0.27679 -5.58369 1.50970  0.383
H142 2.43138 -3.71292 1.02692  -0.460
H143 0.74715 -3.35721 0.72130  -0.307
H144 2.59691 -5.43970 -0.53606  0.628
H145 2.00199 -4.04571 -1.41296  -0.472
H146 1.21144 -5.91194 -2.95428  0.310
H147 -0.19090 -6.72565 -2.25407  0.473
H148 1.43821 -7.20916 -1.72937  0.356
C57 1.08791 -6.22818 -6.52344  -0.909
O17 1.56499 -5.05048 -7.04255  0.293
C58 1.26273 -5.01120 -8.45369  -0.834
C59 1.72685 -3.66415 -9.09776  -0.712
N13 1.28678 -2.49748 -8.34492  -0.063
C60 1.95049 -1.25170 -8.61509  -0.895
C61 1.37708 -0.14984 -7.70851  -0.799
O18 1.76419 -0.33277 -6.27485  0.598
C62 1.09388 0.64858 -5.47965  -0.864
H149 -0.02009 -6.20785 -6.62019  0.415
H150 1.40308 -6.24717 -5.47703  0.049
H151 1.50598 -7.19070 -6.98422  0.262
H152 0.22972 -5.11855 -8.59935  0.505
H153 1.85261 -5.76550 -8.91449  0.298
H154 1.16921 -3.59333 -10.03203  0.399
H155 2.80899 -3.68580 -9.42526  0.342
H156 1.54459 -2.57596 -7.37064  -0.190
H157 1.79214 -0.96547 -9.66157  0.478
H158 2.99846 -1.34022 -8.46639  0.372
H159 0.27639 -0.20884 -7.77154  0.341
H160 1.71033 0.86052 -8.04630  0.413
H161 1.48194 1.65821 -5.70612  0.433
H162 1.28878 0.40243 -4.41167  -0.617
H163 0.04969 0.57135 -5.74125  0.772
C63 5.17946 -4.74865 -7.05489  -0.678
O19 5.18943 -4.66833 -5.62910  -0.554
C64 4.05468 -3.99818 -5.11626  0.857
C65 4.33888 -3.86137 -3.58882  -0.617
N14 5.43835 -3.01240 -3.23701  -0.261
C66 5.60035 -2.81812 -1.78796  0.092
C67 6.80650 -1.91271 -1.48129  0.176
O20 7.91838 -2.50481 -2.17532  -0.469
C68 9.13013 -1.83380 -2.00138  -0.842
H164 6.11452 -5.24196 -7.28102  0.401
H165 5.25327 -3.82006 -7.56602  0.273
H166 4.36802 -5.30455 -7.55511  0.102
H167 3.18432 -4.66787 -5.20892  -0.294
H168 3.89895 -3.03331 -5.57077  0.103
H169 4.50665 -4.87035 -3.24168  0.793
H170 3.40463 -3.51105 -3.06515  -0.492
H171 6.30662 -3.31710 -3.61283  0.278
H172 5.66945 -3.75871 -1.22703  0.622
H173 4.63050 -2.38927 -1.56166  -0.667
H174 6.95435 -1.92072 -0.39344  0.344
H175 6.73011 -0.89517 -1.75854  -0.227
H176 8.99887 -0.78019 -2.17834  0.300
H177 9.76669 -2.26459 -2.74201  0.321
H178 9.59553 -2.05476 -1.03280  0.272
C69 -2.78187 1.71139 1.58168  0.609
O21 -1.46525 1.08326 1.63703  0.474
C70 -1.27970 0.00186 2.50250  -0.044
C71 0.18226 -0.17477 2.57831  0.505
N15 0.81266 -0.62359 1.39460  1.679
C72 2.28023 -0.72856 1.46383  0.488
C73 2.94031 -0.81497 0.16270  0.501
O22 2.78265 0.35133 -0.57404  0.789
C74 3.11100 0.20181 -1.94589  0.089
H179 -2.96383 2.29436 2.49510  -0.207
H180 -3.65738 0.96610 1.44537  -0.660
H181 -2.79404 2.32485 0.69778  -0.531
H182 -1.77354 -0.89749 2.19869  -0.119
H183 -1.55411 0.32875 3.51456  0.283
H184 0.40004 -0.99277 3.34742  -0.020
H185 0.63779 0.75748 2.99022  -1.106
H186 0.57158 -0.20662 0.47882  -0.492
H187 2.58557 -1.66064 1.95314  -0.424
H188 2.78410 0.08856 2.05588  -0.884
H189 2.48797 -1.65022 -0.49967  -0.511
H190 3.98894 -1.02995 0.39183  -0.344
H191 2.44877 -0.48011 -2.48580  -0.554
H192 4.09573 -0.19850 -2.02575  0.052
H193 3.14033 1.16447 -2.41447  0.148
C75 -6.39286 -1.13274 2.13142  -0.174
O23 -6.15662 -2.30428 1.33079  0.004
C76 -7.28530 -2.66873 0.52530  -0.053
C77 -6.98353 -3.98006 -0.16158  -1.482
N16 -6.80655 -5.21148 0.62909  -0.054
C78 -7.80895 -5.56983 1.64281  -0.374
C79 -7.70676 -7.01381 2.00059  -0.833
O24 -6.44220 -7.36955 2.50656  -0.362
C80 -5.51878 -7.82391 1.52369  -0.448
H194 -5.40981 -0.82404 2.59218  -0.405
H195 -7.19045 -1.37149 2.88053  0.418
H196 -6.73046 -0.26419 1.54493  -0.162
H197 -7.54250 -1.84873 -0.19266  0.155
H198 -8.18324 -2.85898 1.18629  0.386
H199 -6.08561 -3.91724 -0.78963  0.435
H200 -7.84186 -4.17623 -0.78929  0.451
H201 -5.89122 -5.21498 1.10141  0.045
H202 -8.77205 -5.40128 1.25320  0.569
H203 -7.68979 -5.00307 2.57055  0.134
H204 -7.99964 -7.59762 1.12988  0.375
H205 -8.50559 -7.25503 2.73793  0.378
H206 -5.89649 -8.65291 0.91932  0.306
H207 -4.63956 -8.12029 2.09627  0.124
H208 -5.27922 -6.95886 0.90195  0.212

Cartesian forces, eV/Å:
C -1.597 -0.111 0.382
C 0.655 -1.174 0.347
C -2.815 -0.207 -0.640
O 0.098 0.990 -0.150
C 0.740 -1.492 1.242
N 0.946 -0.229 0.193
H 0.474 0.109 -0.148
H 0.171 0.197 0.029
H 0.187 0.341 -0.267
H 0.281 0.660 -0.539
H 0.954 0.328 -0.066
H 0.546 -0.400 0.060
H -0.314 0.145 -0.226
H 0.247 0.351 -0.209
H -0.166 0.092 -0.423
H -0.038 0.288 0.114
H -0.333 0.298 0.140
C -0.106 -0.668 0.093
C 0.824 0.053 -0.798
C -0.345 0.156 0.291
O 0.306 1.073 0.643
C -0.814 -0.437 1.432
N -0.247 0.701 -0.070
H 0.935 0.485 -0.074
H 0.468 -0.248 -0.305
H -0.422 0.081 -0.164
H -0.094 0.057 0.590
H -0.032 -0.780 0.412
H -0.961 0.429 -0.534
H 0.739 0.034 -1.324
H -0.372 -0.121 -0.070
H 0.172 0.374 -0.232
H 0.448 -0.370 -0.437
H -0.656 -0.777 0.672
C 1.662 0.830 -1.403
C 0.055 -0.143 1.278
C -0.904 -0.253 -0.179
O 0.292 0.304 0.076
C -1.181 -0.869 -0.014
N 1.175 0.479 -0.418
H -1.029 -0.497 0.273
H 0.005 0.064 0.307
H -0.188 -0.161 0.042
H 0.377 -0.173 -0.009
H 0.053 0.551 0.289
H -0.245 -0.338 -0.124
H -0.183 1.057 -0.042
H 0.719 0.088 0.376
H 0.696 -0.339 -0.565
H -0.358 -0.327 0.775
H -0.877 -0.158 -0.536
C 1.222 -0.150 -0.088
C -1.893 0.029 -0.335
C -0.149 -1.207 -0.798
O -1.200 0.015 1.606
C -0.494 0.862 0.257
N 0.339 -0.639 -1.214
H -0.438 0.076 0.624
H -0.155 0.406 -0.330
H 0.120 0.314 -0.313
H 0.399 -0.381 0.294
H -0.235 0.107 0.055
H 0.666 0.196 0.449
H 0.383 -0.371 0.592
H 0.302 0.114 -1.415
H 0.744 0.218 -0.411
H -0.205 0.918 0.167
H 0.541 -0.422 0.982
C -0.492 0.366 0.251
C -0.844 -0.328 0.814
C -1.119 -0.092 0.818
O 0.390 0.093 0.557
C 0.891 -1.862 -0.247
N 1.559 0.996 -0.821
H -0.052 0.191 -0.050
H -0.067 0.154 -0.233
H -0.210 -0.282 -0.309
H 1.143 -0.987 0.172
H 0.453 -0.106 -0.114
H 0.274 0.208 -0.202
H -0.784 0.723 0.457
H -0.629 -0.395 -0.184
H 0.300 1.128 -0.815
H -0.400 -0.122 0.605
H -0.407 0.512 -0.635
C 0.001 -0.092 1.513
C -0.223 0.816 0.723
C 1.473 0.657 -0.620
O -0.461 0.713 -0.895
C -0.711 1.147 1.187
N -0.705 0.114 -0.868
H -0.299 0.059 -0.316
H 0.042 -0.115 0.049
H 0.150 0.045 -0.645
H 0.161 -1.119 -0.903
H -0.165 -0.326 0.772
H -0.017 -0.474 -0.037
H 0.251 -0.407 0.344
H -0.139 -0.985 -1.020
H 0.283 -0.141 0.055
H 0.132 0.370 0.560
H 0.274 -0.241 0.017
C 0.803 0.256 0.576
C -0.453 -0.382 0.793
C -0.986 0.121 0.196
O 0.921 -0.723 -0.416
C 1.123 0.230 0.467
N 0.123 -0.074 -1.336
H -0.615 -0.539 -0.234
H 0.359 -0.170 -0.079
H -0.062 0.290 0.085
H 0.358 0.210 0.024
H -0.194 0.935 -0.590
H 0.034 -0.686 -0.193
H -1.511 0.195 0.269
H 0.188 -0.424 0.314
H -0.093 0.511 -0.822
H -0.495 0.265 -0.505
H 0.483 0.024 1.251
C 0.192 0.574 -0.476
C -1.447 -0.730 0.232
C 0.471 -0.846 0.132
O 0.118 -0.046 0.654
C -0.828 -0.606 -0.441
N 0.632 1.092 -0.381
H -0.130 0.034 -0.146
H 0.289 0.260 0.260
H -0.370 -0.666 -0.297
H 0.757 -0.192 0.487
H -0.197 0.240 -0.480
H -0.545 0.475 0.179
H 0.506 0.250 0.466
H -0.288 0.799 -0.097
H 0.676 -0.217 -0.478
H -0.006 -0.175 -0.057
H -0.041 -0.212 0.436
C 0.471 0.456 -0.563
O 0.070 0.162 -1.014
C -1.073 0.632 0.894
C -0.023 0.475 -0.282
N 0.270 -2.383 0.304
C -0.061 0.769 -0.475
C -0.910 -0.116 0.064
O 0.246 -0.455 0.790
C -1.616 0.752 -1.767
H -0.103 0.211 -0.228
H -0.666 -0.232 0.429
H 0.559 -0.723 0.907
H 0.896 -0.089 -0.283
H -0.675 -0.523 -0.324
H -0.097 0.161 -0.072
H 0.086 -0.226 0.111
H -0.020 1.319 -0.643
H 0.943 -0.108 0.061
H -0.014 -0.350 0.376
H -0.073 0.662 0.510
H 0.311 0.007 -0.052
H 0.293 -0.330 0.456
H 1.002 -0.259 0.337
H 0.335 0.189 0.453
C 0.631 2.222 0.105
O 0.246 -0.100 -0.561
C -0.483 0.117 0.845
C -0.558 0.284 0.712
N -0.181 -0.515 0.442
C 0.963 1.297 0.567
C -0.593 -0.169 -1.115
O -0.248 1.810 0.469
C 1.351 -0.752 0.556
H 0.060 -0.687 0.388
H -0.976 -1.250 0.171
H 0.080 0.017 -0.492
H -0.069 0.071 -0.358
H -0.096 -0.182 0.053
H 0.034 -0.092 -0.290
H 0.898 0.306 -0.501
H -0.107 -0.058 -0.444
H -0.074 -0.254 0.115
H -0.087 -0.256 -0.226
H 0.109 -0.434 0.541
H 0.473 -0.657 -0.132
H -0.320 -0.537 -0.259
H -0.513 -0.434 -0.507
H -0.490 0.266 -0.140
C 0.106 0.132 -0.662
O -0.142 0.361 0.326
C -0.677 -0.701 -0.802
C 1.360 -1.246 0.999
N -0.387 2.031 -1.446
C -0.064 -0.490 0.340
C -1.149 0.431 1.615
O 0.478 0.307 -1.776
C 0.608 -0.403 0.481
H -0.025 -0.450 0.533
H -0.029 0.030 0.005
H -0.164 0.394 0.541
H -0.056 -0.317 0.031
H 0.587 0.324 0.095
H -0.387 0.314 -0.118
H -0.637 0.365 -0.620
H 0.184 -0.769 1.395
H 0.319 0.089 -0.293
H -0.259 -0.278 -0.069
H -0.070 -0.605 -0.293
H 0.989 -0.317 -0.267
H -0.063 0.471 0.259
H -0.576 0.560 -0.603
H 0.166 -0.523 0.554
C 0.122 0.512 1.100
O 0.231 0.742 0.073
C 0.504 0.066 -0.487
C -0.511 -1.098 -0.010
N 1.793 0.699 -0.595
C 1.247 -0.069 1.487
C -1.326 -0.329 -0.428
O 1.848 0.885 0.315
C -0.361 -0.507 0.257
H -0.176 -0.614 0.256
H -0.371 -0.322 -0.539
H 0.645 0.207 -0.886
H -0.189 0.888 -0.022
H -0.219 -0.462 0.247
H -0.380 -0.444 -0.313
H -0.316 0.513 0.392
H -0.962 -0.403 0.146
H -0.322 0.010 -0.088
H -0.365 0.323 -0.374
H -0.103 -0.468 -0.011
H -0.154 0.128 0.247
H 0.095 0.213 0.022
H -0.377 -0.815 -0.730
H -0.065 0.288 -0.051
C -0.478 -1.647 0.569
O 0.555 0.951 -1.772
C 2.187 2.428 0.906
C -0.148 -0.229 -0.237
N 0.191 -0.328 1.128
C -0.962 0.980 -0.496
C 0.326 0.041 0.871
O -0.196 0.012 -2.041
C 0.823 -0.402 0.072
H 0.448 -0.529 0.350
H -0.363 -0.122 0.043
H -0.448 1.276 0.172
H -1.577 -0.378 -0.191
H 0.140 -1.055 -0.663
H 0.089 -0.237 -0.337
H -0.662 0.071 0.824
H -0.396 -1.026 0.448
H -0.039 0.184 0.096
H 1.385 0.088 0.136
H 0.310 0.127 0.085
H -0.127 -0.631 0.272
H -0.239 -0.271 0.149
H -0.212 0.203 -0.797
H -0.580 0.341 0.386
C 0.767 -1.152 0.301
O -0.446 0.329 -1.271
C 0.418 -0.881 2.111
C -1.300 0.049 -0.472
N 0.236 0.899 0.429
C -0.402 0.443 -1.152
C 0.143 -2.144 0.410
O -1.216 -0.087 0.484
C -0.002 -0.626 0.315
H 0.177 -0.389 -0.215
H -0.176 1.417 -0.052
H -0.102 -0.016 0.807
H -0.018 0.531 -0.206
H -0.137 0.418 -0.404
H -0.023 -0.727 0.273
H 0.763 -0.064 -0.543
H 0.602 -0.498 -0.557
H 0.260 -0.095 -0.028
H 0.054 0.472 0.961
H 0.264 -0.096 0.015
H -0.510 1.224 -0.683
H 0.183 0.683 0.055
H 0.689 0.001 -0.615
H -0.231 0.333 0.141
C -0.417 -2.055 0.345
O -1.583 1.096 -1.317
C 0.069 1.246 1.071
C 1.507 -0.937 1.883
N 1.488 -0.459 -2.316
C -0.852 0.315 1.533
C -0.435 -1.370 -2.010
O -0.416 1.090 -0.411
C 0.018 -0.198 0.714
H -0.026 -0.237 -0.244
H 1.444 0.734 0.316
H 0.212 0.410 -0.193
H -0.565 -0.544 -0.329
H -0.505 -0.441 -0.027
H -0.385 0.962 -0.584
H -0.180 -0.211 -0.265
H -0.200 0.189 1.244
H -0.272 -0.020 0.394
H -0.680 -0.464 -0.511
H 0.702 0.603 1.172
H 0.311 -0.092 -0.436
H -0.283 -0.014 0.093
H 0.908 -0.371 -0.151
H -0.287 0.469 -0.194
C 0.336 -0.218 0.321
O -0.448 0.782 -0.181
C -0.185 -0.015 1.223
C 0.122 -0.840 -0.001
N 0.492 0.369 0.694
C 1.527 0.639 0.021
C -0.905 -0.638 0.167
O -0.415 -0.435 0.238
C 0.191 0.804 0.382
H -1.159 -0.559 -0.233
H 0.766 0.324 -0.252
H 0.024 -0.397 -0.050
H 0.201 -0.598 0.368
H 0.673 0.488 -0.440
H -0.249 0.209 0.031
H -0.243 0.026 -0.571
H -0.472 0.294 -0.520
H -1.427 0.367 -0.499
H -0.097 0.341 0.088
H 0.388 -0.331 -0.345
H 0.712 0.171 0.012
H -0.105 0.010 0.095
H 0.029 -0.147 -0.230
H 0.331 -0.605 -0.320